[1]
Molecular formula: C14H9Cl2N3S2
Method: DFT, wB97M-V/def2-TZVPD

Last column: natural (NBO) charge in e.
Element x y z (Å)
N1 3.257 -2.968 1.249  -0.2776
Cl1 -3.365 4.290 4.267  -0.0007
Cl2 -4.421 0.928 0.204  0.0256
C1 2.602 -2.466 0.404  0.2374
N2 4.455 -2.257 -3.330  -0.4357
S1 -0.115 -0.412 -1.849  0.3222
S2 0.012 -1.024 1.052  0.3344
C2 4.081 -2.283 -2.043  0.1617
C3 3.304 -2.205 -4.093  -0.0900
C4 2.218 -2.094 -3.263  -0.0952
C5 0.770 -1.193 -0.539  -0.2817
C6 1.956 -1.909 -0.726  -0.0388
C7 -1.537 2.547 3.282  -0.2266
C8 -3.710 2.511 2.222  -0.2558
C9 -1.088 1.552 2.450  -0.1938
C10 -2.852 3.010 3.159  0.0132
C11 -3.266 1.499 1.359  -0.0246
C12 -1.939 0.994 1.467  -0.0616
N3 2.684 -2.112 -1.952  -0.3507
C13 -0.965 0.785 -0.810  -0.5347
C14 -1.410 0.008 0.454  -0.3508
H1 4.765 -2.373 -1.222  0.2236
H2 3.288 -2.179 -5.163  0.2140
H3 1.174 -1.994 -3.542  0.2247
H4 -0.832 3.046 3.915  0.2356
H5 -4.718 2.909 2.103  0.2488
H6 -0.041 1.250 2.573  0.2416
H7 -1.786 1.261 -1.375  0.2605
H8 -0.265 1.546 -0.508  0.2270
H9 -2.255 -0.666 0.255  0.2479

HOMO level = -8.55 eV
SMILES = N#C/C(=C1/SC[C@H](c2ccc(Cl)cc2Cl)S1)n1ccnc1
net charge = 0


[2]
Molecular formula: C14H9ClF3N3
Method: DFT, wB97M-V/def2-TZVPD

Last column: natural (NBO) charge in e.
Element x y z (Å)
F1 -0.835 -3.457 2.111  -0.2944
F2 -0.601 -5.374 1.397  -0.3375
F3 -2.097 -3.973 0.547  -0.3081
Cl1 -0.731 2.378 2.270  -0.0026
N1 -0.630 -0.410 -1.666  -0.4466
N2 -0.888 3.952 -2.082  -0.4000
C1 -0.594 -1.736 -1.618  0.2132
C2 -1.681 4.456 -1.107  0.0449
C3 -0.114 2.954 -1.734  0.0596
C4 2.292 0.017 1.299  -0.2130
C5 -1.688 3.944 0.212  -0.2858
C6 1.764 1.181 0.790  -0.1912
C7 1.790 -1.163 0.877  -0.2330
C8 -0.851 2.899 0.554  0.0535
C9 0.259 -0.034 -0.664  0.1415
C10 -0.028 2.358 -0.501  -0.1189
C11 0.716 1.178 -0.196  -0.0611
C12 0.797 -1.188 -0.116  0.1103
N3 0.166 -2.300 -0.565  -0.3786
C13 -0.872 -4.096 1.029  0.9730
C14 0.288 -3.682 0.046  -0.2944
H1 -1.232 -2.264 -2.354  0.2137
H2 -2.163 5.397 -1.247  0.1967
H3 0.544 2.605 -2.528  0.2002
H4 3.032 0.017 2.068  0.2184
H5 -2.410 4.384 0.853  0.2295
H6 1.999 2.176 1.094  0.2182
H7 2.082 -2.016 1.443  0.2058
H8 0.378 -4.401 -0.743  0.2365
H9 1.307 -3.802 0.530  0.2502

HOMO level = -8.58 eV
SMILES = FC(F)(F)Cn1cnc2c(-c3cnccc3Cl)cccc21
net charge = 0
ΔE to the lowest compared entry with this formula, charge and spin = 31.1 kcal/mol


[3]
Molecular formula: C14H9NO7Pd
Method: DFT, wB97M-V/def2-TZVPD

Last column: natural (NBO) charge in e.
Element x y z (Å)
Pd1 0.372 -1.290 -0.617  1.1849
N1 -1.589 -1.409 0.487  -0.8126
C1 -1.280 -2.141 1.720  -0.3499
C2 -0.472 -3.403 1.401  0.7551
O1 -0.622 -4.380 2.145  -0.7337
O2 0.299 -3.312 0.394  -0.7702
H1 -1.939 -0.474 0.654  0.3859
H2 -2.243 -1.914 -0.097  0.3764
H3 -2.157 -2.421 2.306  0.1767
H4 -0.644 -1.494 2.326  0.2225
O3 0.787 0.896 -6.489  -0.5856
C3 0.655 0.411 -5.383  0.3696
C4 -0.416 0.759 -4.368  0.3365
O4 -1.327 1.562 -4.535  -0.6230
C5 -0.122 -0.046 -3.193  0.2373
C6 1.042 -0.855 -3.402  0.2563
O5 1.522 -1.618 -2.510  -0.7181
C7 1.545 -0.658 -4.762  0.3481
O6 2.478 -1.216 -5.318  -0.6053
O7 -0.762 -0.074 -2.089  -0.7509
C8 1.195 -0.127 0.852  -0.2381
C9 0.841 0.909 1.736  -0.2823
C10 1.364 1.036 3.054  -0.2128
C11 0.923 2.022 3.917  -0.2337
C12 -0.044 2.945 3.514  -0.2846
C13 -0.551 2.867 2.215  -0.2321
C14 -0.120 1.886 1.342  -0.2143
H5 2.110 0.319 3.378  0.2018
H6 1.333 2.075 4.921  0.1884
H7 -0.390 3.714 4.195  0.1867
H8 -1.287 3.590 1.879  0.1943
H9 -0.500 1.840 0.326  0.2269

2S+1 = 5
HOMO level (spin up / spin down) = -1.14 / -1.41 eV
net charge = -2